No. 1
Here is an isolated ion of composition C13H18I2NO and charge +1 from the Open Molecules 2025 dataset. Energies are from wB97M-V/def2-TZVPD.

Calculated values
Frontier orbital gap = 8.97 eV
F_max = 0.0156 hartree/bohr
Charge = +1
SMILES = C[C@H](I)[C@@H](I)[C@H]1C[NH2+][C@H](c2ccccc2)CO1

```
35
Properties=species:S:1:pos:R:3:forces:R:3
C 1.5655 -2.8258 -0.1890 -0.118 0.255 0.353
C 2.7442 -1.8432 -0.2985 -0.372 -0.303 -0.330
I 3.5355 -1.4149 1.6675 0.205 -0.116 0.080
C 2.4655 -0.5762 -1.1046 -0.182 -0.144 -0.045
I 2.1509 -1.2512 -3.1397 0.072 0.115 0.137
C 1.2748 0.2483 -0.6077 -0.087 0.037 -0.128
C 1.7040 1.2761 0.4175 -0.056 0.038 0.247
N 0.4726 1.9361 1.0227 0.428 0.436 -0.155
C -0.7090 1.9605 0.0876 -0.305 -0.017 -0.094
C -1.6793 0.8345 0.3459 -0.420 -0.675 0.095
C -1.4475 -0.1873 1.2701 -0.098 0.211 -0.094
C -2.3855 -1.1902 1.4952 -0.317 0.440 -0.531
C -3.5783 -1.1814 0.7735 0.268 0.121 0.081
C -3.8257 -0.1744 -0.1576 0.412 0.030 0.227
C -2.8848 0.8232 -0.3699 0.370 -0.029 0.352
C -0.1498 2.0306 -1.3260 -0.183 0.049 0.049
O 0.6354 0.9204 -1.6860 0.158 -0.089 -0.003
H 1.2333 -2.9378 0.8376 -0.026 -0.043 0.130
H 1.8349 -3.8115 -0.5479 0.105 -0.095 -0.110
H 0.7034 -2.4849 -0.7545 -0.051 0.011 -0.235
H 3.5609 -2.3469 -0.7960 0.310 0.046 0.127
H 3.3655 0.0260 -1.1584 0.094 0.146 -0.086
H 0.5514 -0.4240 -0.1458 0.048 -0.160 -0.003
H 2.2696 0.8419 1.2309 0.022 -0.045 0.076
H 2.3023 2.0576 -0.0386 0.016 0.115 -0.157
H 0.7237 2.9031 1.2212 -0.014 0.030 0.101
H 0.2416 1.5194 1.9236 -0.163 -0.155 -0.049
H -1.2265 2.9005 0.2690 -0.019 0.124 0.086
H -0.5236 -0.2350 1.8339 0.061 -0.087 0.091
H -2.1814 -1.9544 2.2240 -0.002 -0.171 0.106
H -4.3145 -1.9515 0.9427 -0.064 -0.070 0.008
H -4.7483 -0.1472 -0.7127 -0.140 -0.079 -0.051
H -3.0900 1.6136 -1.0768 -0.076 0.067 -0.111
H 0.3954 2.9734 -1.4377 0.228 0.000 -0.041
H -0.9862 2.0728 -2.0153 -0.103 0.006 -0.126
```
Positions in Å, forces in eV/Å.

Results of the Löwdin charge analysis, in e, for atoms 1 through 5:
1. C -0.18
2. C -0.82
3. I 0.93
4. C -0.69
5. I 1.00



No. 2
Here is C13H18N2O4 as an isolated structure in a non-equilibrium geometry from the Open Molecules 2025 dataset. Energies are from wB97M-V/def2-TZVPD.

Calculated values
Frontier orbital gap = 9.11 eV
F_max = 0.1458 hartree/bohr

```
37
Properties=species:S:1:pos:R:3:forces:R:3
C 0.6645 0.3085 0.7720 -1.042 -0.077 0.646
C -0.8422 0.3680 0.6937 -0.868 0.894 4.169
C 1.2114 0.5088 -0.5771 1.116 -3.684 -0.719
C 2.6670 0.3998 -0.2792 1.955 -0.129 -2.591
C 3.5281 1.4805 -0.7121 3.971 -1.540 3.377
C 3.1294 -0.8139 0.2080 3.934 -2.492 -1.851
C 4.9855 1.2965 -0.3816 -1.040 -1.304 -0.491
C 4.6267 -1.1408 0.1810 -1.377 1.038 -0.363
C 5.4858 -0.0782 -0.0510 1.914 0.402 -2.113
C -2.6252 0.2635 -0.8646 -2.274 2.648 0.161
C -3.3123 1.4690 0.1833 2.276 -0.538 -1.142
C -3.4713 -1.0748 -0.8136 1.612 1.409 -1.552
C -3.7474 -1.5965 0.5148 -0.761 -3.341 4.711
H -0.2849 -1.6392 0.9152 4.686 1.668 1.370
H 1.0854 -1.2216 2.4345 -1.203 0.531 -5.233
H 1.3462 0.9854 1.3440 -1.763 -0.325 0.648
H 0.6539 -0.1648 -1.3453 3.004 -0.085 1.168
H 1.0394 1.3793 -1.0355 -0.835 4.019 -0.978
H 3.1508 2.4846 -0.9054 0.048 -0.369 -0.325
H 2.3865 -1.6556 0.2450 1.723 1.161 0.057
H 5.8070 2.0967 -0.4237 -1.737 -1.068 -0.336
H 5.1869 -2.1564 0.1602 -1.946 1.518 0.496
H 6.7234 -0.4838 -0.3616 -3.808 1.964 1.411
H -0.6470 0.0932 -1.3102 0.866 0.109 -1.452
H -2.6536 0.7576 -1.8798 -0.551 -0.825 0.847
H -2.7749 -1.8518 -1.2872 -1.582 1.067 -0.408
H -5.2675 -0.3574 -0.8259 -0.192 0.277 0.282
H -4.7941 -2.0602 0.3634 1.717 0.229 0.743
H -3.8571 -0.8123 1.3935 0.671 -1.937 -1.883
H -2.9249 -2.7816 0.9428 -2.360 3.906 -1.294
H -2.8956 3.4371 0.8606 0.213 -3.178 -1.502
N 0.9018 -1.1123 1.1260 -4.991 -2.686 4.906
N -1.2552 0.1591 -0.5716 -2.791 0.104 2.677
O -1.5969 0.4497 1.7235 2.014 -0.170 -3.581
O -4.3166 1.2687 0.7549 -1.921 0.012 0.488
O -4.7403 -0.8263 -1.4739 1.613 -0.571 -0.522
O -2.5727 2.6216 0.2829 -0.292 1.364 0.179
```
Positions in Å, forces in eV/Å.

Results of the Löwdin charge analysis, in e, for atoms 1 through 5:
1. C -0.35
2. C -0.42
3. C -0.16
4. C -0.27
5. C 0.00



No. 3
Here is one molecule with the formula C13H18N4O2S3 in a non-equilibrium geometry from the Open Molecules 2025 dataset. Energies are from wB97M-V/def2-TZVPD.

Calculated values
Frontier orbital gap = 8.54 eV
F_max = 0.0353 hartree/bohr
SMILES = Cc1ccc(S(=O)(=O)NC(C)(C)CSc2nnc(N)s2)cc1

```
40
Properties=species:S:1:pos:R:3:forces:R:3
C -1.0367 -4.5141 -1.0820 -0.018 0.004 0.011
C -0.3278 -3.3701 -0.4257 0.091 0.024 0.014
C -1.0265 -2.5201 0.4289 0.200 0.062 0.032
C -0.3911 -1.4509 1.0298 -0.158 -0.086 0.082
C 0.9490 -1.2280 0.7776 0.383 0.266 0.213
S 1.6808 0.2307 1.5004 -0.311 0.355 -0.241
O 1.1786 0.3827 2.8345 -0.274 -0.034 -0.102
O 3.1036 0.2234 1.2966 -0.217 -0.179 -0.194
N 0.9290 1.4050 0.5951 0.381 -0.441 0.767
C 1.5025 2.0774 -0.5574 0.532 0.081 -0.459
C 2.2248 1.0573 -1.4346 -0.027 0.105 -0.005
C 2.4761 3.1756 -0.1118 -0.148 -0.196 -0.073
C 0.3478 2.7189 -1.3425 -0.267 -0.450 0.202
S -0.8825 1.4954 -1.8995 0.259 0.071 -0.527
C -1.9078 1.4216 -0.5128 -0.452 -0.279 0.038
N -1.8628 2.2075 0.5012 0.915 0.274 -1.009
N -2.7622 1.9347 1.4423 -1.075 -0.159 1.452
C -3.5286 0.9392 1.1648 0.427 -0.227 -1.074
N -4.5582 0.5226 1.9314 -0.544 -0.244 0.281
S -3.1678 0.1893 -0.4059 0.200 0.816 0.586
C 1.6650 -2.0642 -0.0521 0.178 0.067 0.077
C 1.0230 -3.1357 -0.6516 -0.108 0.025 0.031
H -1.8396 -4.1424 -1.7173 -0.064 -0.045 -0.076
H -1.4822 -5.1649 -0.3311 -0.041 -0.092 0.000
H -0.3542 -5.1002 -1.6910 0.000 -0.075 -0.056
H -2.0754 -2.7016 0.6135 -0.103 -0.004 0.045
H -0.9055 -0.7832 1.7032 -0.199 0.062 0.061
H 0.3565 2.0017 1.1744 -0.146 -0.034 0.224
H 1.5419 0.2658 -1.7357 -0.003 -0.053 -0.052
H 3.0494 0.6224 -0.8799 0.116 -0.009 -0.154
H 2.6120 1.5459 -2.3254 0.046 0.064 -0.093
H 2.9151 3.6763 -0.9710 0.065 0.096 -0.101
H 3.2670 2.7190 0.4779 0.101 0.029 0.030
H 1.9627 3.9125 0.5024 -0.049 0.106 0.069
H 0.7202 3.1907 -2.2506 0.022 0.040 0.039
H -0.1917 3.4441 -0.7358 0.072 0.126 -0.049
H -4.9135 -0.4067 1.7892 0.023 0.056 0.134
H -4.5816 0.8866 2.8699 0.003 -0.039 0.009
H 2.7132 -1.8705 -0.2147 0.139 -0.013 -0.070
H 1.5774 -3.7937 -1.3046 0.051 -0.068 -0.060
```
Positions in Å, forces in eV/Å.

Results of the Löwdin charge analysis, in e, for atoms 1 through 5:
1. C -0.05
2. C -0.27
3. C -0.05
4. C -0.07
5. C -0.28



No. 4
Here is one molecule with the formula C13H18N6 in a non-equilibrium geometry from the Open Molecules 2025 dataset. Energies are from wB97M-V/def2-TZVPD.

Calculated values
Frontier orbital gap = 8.71 eV
F_max = 0.0235 hartree/bohr
SMILES = c1nc2nc3c(c(N4CCNCC4)n2n1)CCCC3

```
37
Properties=species:S:1:pos:R:3:forces:R:3
C -1.0487 -3.1677 0.0063 0.270 0.373 0.022
N 0.2541 -3.3320 0.2340 0.437 -0.482 0.137
C 0.7437 -2.1053 0.1658 -0.688 0.364 -0.185
N 1.9769 -1.6829 0.3424 0.696 -0.073 0.097
C 2.2156 -0.3974 0.1827 -0.134 -0.351 0.141
C 1.2209 0.5465 -0.1436 -0.411 -0.041 0.010
C -0.1044 0.1177 -0.2407 0.437 0.377 -0.087
N -1.1543 0.9643 -0.4866 0.073 -0.225 0.027
C -2.3090 0.5507 -1.2653 -0.429 -0.243 -0.159
C -3.5396 0.2603 -0.3927 0.140 -0.023 -0.213
N -3.8443 1.3530 0.5121 -0.300 0.192 -0.036
C -2.6797 1.6812 1.3035 0.260 0.276 -0.121
C -1.4531 2.0404 0.4416 -0.200 0.044 0.461
N -0.3078 -1.2204 -0.1129 0.959 -0.707 0.197
N -1.4437 -1.9266 -0.2018 -1.124 0.077 -0.128
C 1.6173 1.9487 -0.5357 -0.035 0.133 0.072
C 2.9575 2.3645 0.0608 0.006 -0.030 -0.298
C 4.0110 1.3171 -0.2721 -0.018 0.048 0.306
C 3.6442 0.0047 0.4065 0.202 0.165 -0.163
H -1.7431 -3.9837 -0.0062 -0.226 -0.136 -0.030
H -2.5362 1.3802 -1.9494 -0.036 -0.082 -0.003
H -2.0537 -0.3282 -1.8536 -0.012 0.120 -0.061
H -3.3449 -0.6329 0.2055 -0.065 0.100 -0.149
H -4.4058 0.0737 -1.0290 0.006 -0.053 -0.029
H -4.1410 2.1690 -0.0177 -0.012 -0.049 0.087
H -2.4426 0.8070 1.9176 0.060 0.062 0.056
H -2.9187 2.5178 1.9637 0.060 -0.031 0.049
H -1.6640 2.9531 -0.1321 0.056 0.002 0.093
H -0.6022 2.2137 1.0991 0.048 0.047 -0.090
H 1.6974 1.9667 -1.6289 -0.041 0.109 -0.002
H 0.8536 2.6749 -0.2673 -0.003 -0.004 -0.060
H 2.8673 2.4592 1.1452 0.010 0.055 0.069
H 3.2447 3.3383 -0.3401 -0.025 0.024 0.062
H 4.0544 1.1768 -1.3540 0.050 0.021 -0.070
H 4.9965 1.6425 0.0648 0.026 -0.022 -0.077
H 3.7866 0.0998 1.4877 0.022 -0.018 0.011
H 4.2837 -0.8129 0.0731 -0.058 -0.016 0.064
```
Positions in Å, forces in eV/Å.

Results of the Löwdin charge analysis, in e, for atoms 1 through 5:
1. C -0.20
2. N 0.13
3. C -0.35
4. N 0.19
5. C -0.22



No. 5
Here is an isolated ion of composition C13H18NS and charge +1 in a non-equilibrium geometry from the Open Molecules 2025 dataset. Energies are from wB97M-V/def2-TZVPD.

Calculated values
Frontier orbital gap = 8.08 eV
F_max = 0.0861 hartree/bohr
Charge = +1

```
33
Properties=species:S:1:pos:R:3:forces:R:3
C -3.1495 2.2278 0.5187 0.825 -0.311 -1.542
C -1.7921 2.3682 0.2771 -0.321 -2.345 0.165
C -3.6672 0.9687 0.2484 -3.058 -0.088 1.730
C -1.0566 1.1688 0.0958 0.681 0.591 -0.965
C -2.9919 -0.1916 -0.0214 1.476 -0.904 -0.211
C -1.6145 -0.1072 -0.0924 1.321 1.974 1.737
C 0.4159 1.2113 0.1125 -1.159 -1.650 2.686
C -0.3976 -1.6549 -1.7243 -0.714 -0.175 0.096
C -3.6501 -1.4783 -0.2402 0.665 -1.971 -3.906
C 2.9151 -0.9546 1.6570 -0.326 0.373 -2.340
C 2.8829 -0.9922 -0.9764 1.108 2.238 1.617
C 3.0066 1.1964 0.4036 0.441 -0.561 0.046
C 2.4306 -0.1797 0.3344 1.092 -0.268 0.191
N 0.9717 0.0332 0.2163 -0.003 1.673 -0.211
S -0.3842 -1.4557 -0.1169 -1.440 0.852 -1.999
H -3.7404 3.1116 0.6795 -0.396 -0.109 0.286
H -1.3418 3.3168 0.2470 0.785 0.985 0.213
H -4.7384 0.7316 0.4851 0.808 0.815 -0.575
H 0.7743 2.1763 0.5295 0.697 -0.684 -1.109
H -0.6930 -0.7778 -2.3258 0.120 -0.820 0.229
H -0.2844 -2.6347 -2.1673 0.650 0.130 0.102
H -3.1635 -1.9791 -1.2599 -1.015 1.066 2.734
H -3.6121 -2.2274 0.5243 0.288 -0.215 0.623
H -4.6631 -1.3781 -0.5628 -0.858 0.289 0.181
H 3.5468 -1.7627 1.2714 -0.168 0.006 0.624
H 3.4619 -0.3355 2.3624 -0.018 0.164 -0.211
H 2.0316 -1.3114 2.1150 -0.698 -0.823 0.792
H 2.4754 -0.5107 -1.8387 -0.273 0.153 -0.683
H 2.4956 -1.9329 -0.8304 -1.039 -2.343 -0.163
H 3.9843 -1.1389 -1.1178 -0.847 0.584 0.530
H 2.6771 1.7792 -0.4102 -0.289 0.963 -0.958
H 2.8405 1.6896 1.3501 -0.091 0.149 0.209
H 4.0301 1.0240 0.2564 1.754 0.262 0.082
```
Positions in Å, forces in eV/Å.

Results of the Löwdin charge analysis, in e, for atoms 1 through 5:
1. C -0.01
2. C 0.01
3. C -0.01
4. C -0.18
5. C -0.30



No. 6
Here is C13H19AlF3O10S as an isolated structure in a non-equilibrium geometry from the Open Molecules 2025 dataset. Energies are from wB97M-V/def2-TZVPD.

Calculated values
Frontier orbital gap = 1.42 eV
F_max = 0.0637 hartree/bohr
Charge = +1

```
47
Properties=species:S:1:pos:R:3:forces:R:3
Al 22.9388 19.1716 -12.7794 0.090 -0.048 0.026
C 30.4199 14.6087 -11.5790 -0.679 0.589 -0.195
F 29.7855 14.2352 -10.4899 -1.678 -0.193 0.074
F 30.8502 15.8428 -11.3225 0.198 0.063 -0.904
F 31.3996 13.7596 -11.6784 1.172 -0.301 -1.182
S 29.2728 14.5714 -13.2465 1.416 -1.573 2.502
O 30.0698 14.8762 -14.4153 -0.158 0.060 0.292
O 28.8318 13.1611 -13.2297 0.086 1.147 -0.359
O 28.2085 15.4976 -12.9543 -0.406 0.281 -0.254
O 24.6892 22.5250 -16.7261 -0.005 -0.018 0.042
H 24.7493 23.3085 -17.3067 0.019 -0.061 0.008
O 28.9086 22.5630 -12.1381 0.132 0.002 -0.449
C 29.6718 23.4738 -12.3464 -0.783 -2.181 -1.567
O 30.0129 24.2679 -11.3854 -1.045 0.432 2.944
C 30.8820 25.3001 -11.7056 0.910 -0.454 -1.405
C 30.8075 25.2665 -13.2449 1.520 1.640 -0.216
C 30.3143 23.9029 -13.6750 -0.437 1.001 0.754
H 31.8419 24.9735 -11.3056 0.262 0.557 -0.041
H 30.5708 26.2656 -11.3069 -0.068 -0.306 0.229
H 31.8107 25.4198 -13.6426 -0.130 0.459 -0.175
H 30.1753 26.1133 -13.5120 -0.063 -0.244 -0.498
H 31.1714 23.3449 -14.0520 -0.413 -0.593 0.351
H 29.5501 23.9913 -14.4471 0.070 -0.331 0.061
O 24.4835 14.3319 -7.6855 -0.325 -1.132 0.995
C 24.4072 13.3606 -6.9569 0.368 0.818 -1.305
O 24.7140 13.4124 -5.6512 -0.676 0.793 0.222
C 24.6035 12.1342 -5.0188 1.552 0.017 -0.323
C 24.6712 11.1556 -6.1778 -0.980 -1.099 0.838
C 24.0953 11.9151 -7.3477 0.645 0.568 -0.317
H 23.7373 12.0158 -4.3678 -0.085 0.412 -0.184
H 25.5382 12.0636 -4.4625 -0.377 -0.142 0.540
H 24.0616 10.3008 -5.8847 0.189 -0.296 -0.330
H 25.7009 10.8234 -6.3096 -0.128 0.088 -0.321
H 23.0246 11.8142 -7.5255 0.002 -0.137 0.203
H 24.6185 11.6827 -8.2753 -0.197 0.142 -0.055
O 20.4136 12.3701 -13.0146 -2.285 -1.269 -0.923
C 19.6837 11.4183 -13.2978 1.204 1.548 0.899
O 20.2139 10.2143 -13.3197 1.769 -1.159 0.772
C 19.2854 9.1714 -13.3472 -0.769 -1.567 -0.040
C 18.0540 9.7296 -13.9794 0.079 1.198 -0.987
C 18.2019 11.2287 -13.6120 -0.072 0.392 -0.134
H 18.8852 8.7842 -12.4101 1.096 0.407 0.953
H 19.7591 8.3150 -13.8271 -0.121 0.185 -0.272
H 17.1482 9.2736 -13.5798 0.033 0.092 -0.374
H 18.1483 9.6485 -15.0623 -0.505 -0.152 -0.048
H 17.6296 11.4796 -12.7189 -0.087 0.264 -0.128
H 17.9645 11.8867 -14.4479 -0.341 0.101 0.279
```
Positions in Å, forces in eV/Å.

Results of the Löwdin charge analysis, in e, for atoms 1 through 5:
1. Al 1.00
2. C -0.65
3. F 0.16
4. F 0.15
5. F 0.18